(1)
{
  "formula": "C12H22AsOP2PmS4",
  "method": "ωB97M-V/def2-TZVPD",
  "s2": 6.01,
  "homo_lumo_gap_ev": [7.167, 7.217],
  "spin_multiplicity": 5,
  "e_lumo_ev": [-0.3, -0.2],
  "symbols": ["Pm", "C", "P", "C", "C", "C", "C", "C", "C", "C", "P", "C", "C", "H", "H", "H", "H", "H", "H", "H", "H", "H", "H", "H", "H", "H", "H", "H", "H", "S", "As", "S", "S", "S", "C", "C", "O", "H", "H", "H", "H", "H", "H"],
  "positions_angstrom": [[-6.684, -10.132, -4.669], [-10.663, -9.039, -4.496], [-9.406, -9.388, -5.793], [-9.384, -7.953, -6.910], [-10.158, -10.663, -6.960], [-11.569, -10.819, -6.969], [-12.083, -11.718, -7.859], [-11.271, -12.515, -8.649], [-9.835, -12.325, -8.642], [-9.277, -11.453, -7.694], [-7.429, -11.359, -7.435], [-7.034, -13.108, -7.514], [-6.697, -10.838, -9.060], [-11.558, -8.600, -4.818], [-10.179, -8.306, -3.853], [-10.912, -9.949, -3.934], [-10.315, -7.357, -7.277], [-8.946, -8.253, -7.846], [-8.768, -7.185, -6.535], [-12.255, -10.143, -6.406], [-13.210, -11.700, -8.039], [-11.794, -13.265, -9.325], [-9.154, -12.866, -9.339], [-7.068, -13.451, -8.547], [-7.650, -13.540, -6.753], [-6.028, -13.075, -7.249], [-6.984, -11.598, -9.842], [-5.597, -10.765, -8.898], [-6.960, -9.805, -9.360], [-4.319, -14.072, -2.774], [-5.278, -12.351, -3.497], [-4.442, -11.303, -5.333], [-7.263, -12.780, -4.347], [-5.630, -10.592, -2.234], [-7.192, -7.061, -3.168], [-5.750, -6.985, -3.660], [-5.577, -7.841, -4.810], [-7.176, -6.481, -2.227], [-7.543, -8.079, -2.922], [-7.957, -6.685, -3.894], [-5.023, -7.267, -2.897], [-5.427, -5.891, -3.862], [-4.657, -8.092, -4.902]],
  "forces_ev_per_a": [[-0.4, -0.2, -0.4], [1.2, -0.6, 0.3], [-1.0, -0.7, -0.7], [-2.0, 1.2, -1.2], [-0.4, 0.7, 2.2], [1.1, 1.3, 0.0], [-2.2, -0.3, -0.7], [1.4, -0.6, -1.3], [-1.6, -0.8, 0.1], [-0.2, 0.2, -1.0], [-0.6, 0.8, -0.5], [-0.7, 0.9, -0.9], [0.0, 0.2, -0.2], [-1.3, 0.6, -0.8], [0.0, -0.1, 0.3], [0.3, 0.2, -0.1], [0.9, -1.5, 1.1], [0.4, -0.4, -0.3], [1.0, 0.9, 0.7], [0.8, -0.7, -0.4], [1.6, -0.5, 0.5], [1.1, 1.1, 0.7], [-0.9, 0.2, 0.7], [-0.5, -0.4, 0.2], [-0.1, -1.0, 0.0], [1.9, -0.6, 0.9], [0.5, 1.0, 0.6], [-0.6, -0.6, -0.2], [-0.3, -0.6, 0.1], [-0.2, 0.9, -0.2], [0.6, -1.3, -0.1], [0.5, -0.1, -0.1], [-0.4, 0.3, 0.5], [-0.1, 0.2, 0.4], [-0.1, 0.2, -0.1], [0.6, 1.4, -0.1], [-0.6, 0.3, 0.1], [-0.6, -0.2, -0.5], [0.5, 0.1, 0.2], [0.8, 0.2, 0.5], [-0.3, -0.5, 0.2], [-0.9, -1.6, -0.3], [0.6, -0.1, 0.0]],
  "mulliken_charge": [0.4530, -1.3633, 0.7984, -1.1747, 0.4520, -0.6345, -0.3547, -0.7200, -0.2803, 0.1236, 0.5812, -1.4981, -1.1713, 0.4846, 0.3267, 0.3943, 0.3314, 0.3504, 0.4188, 0.1893, 0.2786, 0.2968, 0.2426, 0.5100, 0.4270, 0.4449, 0.3400, 0.3623, 0.3154, -0.4413, 0.5402, -0.3961, -0.3612, -0.4043, -0.7837, -0.3120, -0.4485, 0.3748, 0.1779, 0.1738, 0.3584, 0.2922, 0.3055]
}

=====

(2)
{
  "formula": "C30H26N5O7S4Sc",
  "method": "ωB97M-V/def2-TZVPD",
  "total_charge": -1,
  "s2": 0.76,
  "homo_lumo_gap_ev": [5.335, 7.496],
  "spin_multiplicity": 2,
  "e_lumo_ev": [2.4, 2.4],
  "symbols": ["Sc", "O", "C", "N", "C", "C", "C", "C", "C", "C", "N", "C", "C", "C", "C", "C", "N", "H", "H", "H", "H", "H", "H", "H", "H", "H", "H", "O", "S", "O", "O", "C", "C", "C", "C", "C", "C", "S", "O", "O", "O", "H", "H", "H", "H", "S", "C", "N", "C", "C", "C", "C", "H", "H", "H", "H", "H", "S", "C", "N", "C", "C", "C", "C", "C", "C", "H", "H", "H", "H", "H", "H", "H"],
  "positions_angstrom": [[-0.253, 0.416, -0.396], [-2.496, 1.073, 3.221], [-2.034, 0.653, 2.158], [-1.330, 1.293, 1.229], [-0.803, 2.604, 1.555], [0.696, 2.475, 1.699], [1.465, 3.315, 2.488], [2.834, 3.125, 2.537], [3.408, 2.106, 1.792], [2.582, 1.316, 1.020], [1.259, 1.490, 0.982], [-2.216, -0.805, 1.795], [-3.348, -1.509, 2.174], [-3.458, -2.834, 1.798], [-2.425, -3.421, 1.079], [-1.327, -2.650, 0.755], [-1.216, -1.365, 1.106], [-1.261, 3.017, 2.455], [-0.992, 3.296, 0.724], [0.984, 4.102, 3.053], [3.451, 3.770, 3.150], [4.474, 1.930, 1.798], [2.976, 0.519, 0.402], [-4.107, -0.997, 2.748], [-4.339, -3.407, 2.057], [-2.472, -4.453, 0.762], [-0.500, -3.057, 0.185], [-1.975, 0.924, -2.956], [-1.862, -0.678, -2.908], [-3.160, -1.163, -3.260], [-1.392, -0.963, -1.538], [-0.679, -1.245, -3.970], [-1.145, -1.815, -5.185], [-0.298, -2.400, -6.077], [1.103, -2.447, -5.811], [1.593, -1.883, -4.662], [0.762, -1.261, -3.715], [1.556, -0.486, -2.402], [0.846, 0.834, -2.226], [2.952, -0.334, -2.718], [1.321, -1.143, -1.077], [-2.210, -1.795, -5.373], [-0.697, -2.836, -6.983], [1.782, -2.910, -6.514], [2.657, -1.885, -4.466], [2.144, 4.486, -0.946], [2.536, 4.257, -2.555], [2.323, 3.041, -3.139], [2.600, 2.729, -4.422], [3.141, 3.656, -5.255], [3.372, 4.949, -4.729], [3.077, 5.245, -3.433], [1.851, 2.337, -2.565], [2.360, 1.715, -4.709], [3.366, 3.408, -6.281], [3.784, 5.719, -5.371], [3.242, 6.230, -3.023], [-1.780, 3.267, -1.977], [-1.570, 1.669, -1.814], [1.877, -1.900, 1.775], [2.511, -2.696, 2.702], [1.979, -2.860, 3.986], [2.641, -3.627, 4.930], [3.845, -4.250, 4.627], [4.376, -4.090, 3.353], [3.724, -3.325, 2.401], [2.120, -2.000, 0.801], [0.906, -1.681, 1.927], [1.042, -2.374, 4.236], [2.208, -3.738, 5.917], [4.359, -4.848, 5.368], [5.313, -4.567, 3.094], [4.148, -3.207, 1.410]],
  "forces_ev_per_a": [[-0.4, -0.4, 0.2], [-0.1, 0.0, 0.0], [0.1, 0.0, 0.0], [0.2, 0.1, 0.1], [0.0, 0.0, 0.0], [0.0, 0.0, 0.0], [0.0, 0.0, 0.0], [0.0, 0.0, 0.0], [0.0, 0.0, 0.0], [0.0, 0.0, -0.1], [0.0, 0.1, -0.1], [0.0, 0.0, 0.1], [0.0, 0.0, 0.1], [0.0, 0.0, 0.0], [0.0, 0.0, 0.0], [0.1, 0.0, 0.0], [-0.1, 0.1, -0.3], [0.1, 0.0, 0.1], [0.0, 0.0, 0.0], [0.0, 0.0, 0.0], [0.0, 0.0, 0.0], [0.0, 0.0, 0.0], [0.0, 0.0, 0.0], [0.0, 0.0, 0.0], [0.0, 0.0, 0.0], [0.0, 0.0, 0.0], [0.0, 0.0, 0.0], [-0.1, 0.1, 0.0], [0.2, -0.2, 0.0], [0.0, 0.0, 0.0], [-0.3, 0.0, -0.1], [0.0, 0.0, 0.0], [0.0, 0.0, 0.0], [0.0, 0.0, 0.0], [0.0, 0.0, 0.0], [0.0, 0.0, 0.0], [-0.1, 0.0, 0.0], [0.1, 0.1, 0.0], [0.2, 0.0, 0.1], [0.0, -0.1, 0.0], [-0.2, 0.1, 0.1], [0.0, 0.0, 0.0], [0.0, 0.0, 0.0], [0.0, 0.0, 0.0], [0.0, 0.0, 0.0], [0.1, 0.1, 0.1], [-0.1, 0.0, -0.1], [-0.1, 0.0, 0.1], [0.0, 0.0, 0.0], [0.0, 0.0, 0.0], [0.0, 0.0, 0.0], [0.1, 0.0, 0.0], [0.1, 0.0, -0.1], [0.0, 0.0, 0.0], [0.0, 0.0, 0.0], [0.0, 0.0, 0.0], [0.0, 0.0, 0.0], [-0.1, 0.1, 0.1], [0.2, -0.2, -0.3], [0.1, 0.0, 0.0], [0.0, 0.0, 0.0], [0.0, 0.0, 0.0], [0.0, 0.0, 0.0], [0.0, 0.0, 0.0], [0.0, 0.0, 0.0], [0.0, 0.0, 0.0], [0.0, 0.0, 0.0], [0.0, 0.0, 0.0], [0.0, 0.0, 0.0], [0.0, 0.0, 0.0], [0.0, 0.0, 0.0], [0.0, 0.0, 0.0], [0.0, 0.0, 0.0]],
  "mulliken_charge": [-0.8733, -0.7762, 0.1182, 0.0699, -1.0495, 0.8270, -1.0751, -0.3100, -0.9859, -0.3083, 0.7742, 0.6336, -0.6551, -0.3769, -0.9554, -0.4159, 0.5304, 0.6370, 0.0233, 0.4782, 0.3974, 0.4304, 0.5071, 0.5342, 0.4123, 0.4370, 0.6097, -0.3879, 1.5452, -0.7264, -0.2814, -0.0614, -0.8214, -0.5929, -0.6972, -0.8437, -0.0503, 1.5368, 0.0281, -0.7057, -0.3403, 0.4459, 0.3796, 0.3829, 0.4726, -0.3395, 0.5202, 0.2685, -0.0344, -0.8680, 0.0048, -0.7737, -0.2009, 0.4242, 0.4001, 0.3507, 0.3829, -0.3806, 0.5077, 0.0493, 0.6708, -0.4021, -0.4734, -0.5585, -0.4406, -0.4961, -0.0347, -0.3887, 0.4190, 0.3572, 0.3543, 0.3556, 0.4052]
}

=====

The calculation returns the following energy above the lowest of the compared OMol25 structures with the same formula, charge and spin values, one per record and in order: 1.1, 58.2 kcal per mole.
The calculation returns the following maximum force values, one per record and in order: 2.635, 0.622 eV Å⁻¹.